# 1
# C35H81BrN10O7P4

4 unconnected molecules or ions with the total composition C35H81BrN10O7P4 (ωB97M-V/def2-TZVPD, the OMol25 dataset).

Geometry as XYZ:
```
138
Properties=species:S:1:pos:R:3:forces:R:3:mulliken_charge:R:1
C -1.703 1.865 7.802 -0.63 0.43 -1.76 -0.0513
C -0.989 2.023 6.814 -0.06 -1.20 -0.14 -0.8610
C -0.103 1.913 5.501 -1.65 -0.45 2.94 -0.2438
P 0.439 3.609 4.865 0.60 1.95 -2.87 1.2280
Br -0.068 4.708 6.832 -0.09 0.42 1.62 -0.4531
C -0.912 4.682 4.019 -0.24 0.47 0.54 -1.2119
C -2.277 3.892 3.750 -0.19 1.31 -1.05 0.2329
C -3.531 4.855 4.090 -0.52 -0.49 0.49 -0.6452
C -4.592 4.177 5.101 0.07 0.72 -0.21 -0.4593
C -6.064 4.108 4.480 -0.24 -1.23 0.94 -0.8865
C -6.476 2.612 4.080 -0.14 0.99 -0.53 -0.0703
O -6.254 1.701 5.206 -1.24 -0.48 -0.64 -0.2952
C -7.186 0.623 5.153 1.10 0.37 -0.27 0.5381
O -8.079 0.537 5.965 1.77 -0.21 -1.54 -0.4917
C -7.005 -0.445 3.984 -0.58 0.99 -1.00 -0.1821
C -7.494 -0.166 2.688 0.75 -0.51 1.58 -0.4776
C 2.179 4.385 4.992 0.43 1.14 -0.98 -0.5407
C 2.145 5.930 5.336 1.29 0.95 2.53 0.4425
O 2.833 6.362 6.258 -1.07 -0.88 -1.70 -0.5753
O 1.362 6.840 4.625 0.03 -1.62 0.27 -0.4483
N 0.866 3.011 3.231 -0.24 -3.49 1.15 -0.5333
C 1.393 1.829 3.187 -0.87 -0.21 -1.67 0.4684
C 0.536 0.710 2.427 1.04 -0.27 0.61 -0.4101
C 2.796 1.353 3.736 0.56 0.65 -0.30 -0.9029
H -2.651 1.874 8.407 1.93 -0.08 -0.64 0.3667
H -0.791 1.377 4.768 1.32 0.83 0.61 0.2047
H 0.768 1.252 5.826 -0.94 0.98 -0.89 0.4103
H -1.109 5.532 4.735 0.13 -1.11 -0.92 0.6359
H -0.475 5.156 3.083 -0.45 -1.03 1.07 0.4083
H -2.363 2.890 4.260 0.11 1.19 -0.32 0.1680
H -2.339 3.712 2.627 0.22 -0.12 1.44 -0.3050
H -3.207 5.827 4.565 -0.04 -1.08 -0.64 0.3071
H -4.074 5.130 3.132 0.73 -0.36 1.08 0.3750
H -4.683 4.788 6.061 0.37 -0.77 -1.28 0.3272
H -4.157 3.179 5.398 -0.92 0.88 -0.28 0.3040
H -6.827 4.440 5.256 0.99 -0.29 -0.95 0.3642
H -6.148 4.792 3.587 0.02 -0.87 0.87 0.3449
H -7.595 2.548 3.862 1.50 0.37 -0.13 0.5017
H -5.858 2.320 3.170 -0.78 0.00 1.09 -0.1367
H -6.509 -1.431 4.231 -2.02 0.67 0.34 0.3007
H -8.250 -0.887 2.248 2.11 0.28 -0.26 0.2672
H -7.097 0.713 2.085 -1.76 -0.48 1.17 0.1167
H 2.657 4.308 3.960 -0.80 -0.03 1.26 0.2883
H 2.848 3.811 5.699 -0.85 1.08 -0.41 0.2612
H 1.123 7.577 5.231 0.67 -0.68 -0.34 0.3439
H 0.642 -0.235 3.060 -0.16 1.01 -0.86 0.3528
H 0.960 0.468 1.408 -0.53 0.28 1.02 0.4562
H -0.557 0.998 2.383 1.62 -0.16 -0.03 -0.4253
H 2.852 1.268 4.868 -0.20 -0.11 -1.32 0.2286
H 3.175 0.412 3.215 -0.77 1.07 0.85 0.1724
H 3.555 2.163 3.459 -1.04 -0.96 0.39 0.2984
C -2.237 1.758 -0.996 0.21 -0.49 -0.50 -0.8408
N -3.246 0.998 -0.287 0.99 0.42 1.43 0.2898
C -2.741 0.608 1.027 -0.57 -0.01 0.28 -0.4027
P -4.495 -0.022 -0.883 0.81 7.15 -3.34 0.8638
O -5.487 0.537 0.146 -0.46 -4.19 1.23 -0.7161
N -5.349 0.686 -2.223 -0.88 -0.08 -1.15 0.1698
C -5.061 2.030 -2.699 0.55 -0.01 -0.05 -1.0986
C -6.809 0.565 -2.127 -0.04 -0.38 0.24 -1.0668
N -3.389 -0.763 -2.021 -0.53 -2.04 1.77 -0.0364
C -2.435 -1.710 -1.453 0.06 -0.02 0.28 -1.1280
C -3.092 -0.432 -3.397 -0.73 -0.43 -1.03 -0.6987
H -1.405 1.139 -1.351 0.20 0.03 -0.10 0.2346
H -1.813 2.527 -0.341 -0.11 -0.26 0.22 0.2589
H -2.636 2.318 -1.835 -0.15 -0.21 -0.15 0.2056
H -2.060 -0.249 0.953 0.23 0.05 0.14 0.3612
H -3.562 0.329 1.693 -0.06 -0.05 -0.14 0.2269
H -2.214 1.425 1.524 -0.08 0.11 -0.27 -0.5038
H -5.101 2.775 -1.896 0.02 0.11 0.00 0.2356
H -5.768 2.332 -3.479 -0.18 -0.24 0.22 0.4179
H -4.094 2.081 -3.198 0.16 0.03 0.17 0.3009
H -7.248 1.320 -1.462 0.00 -0.09 0.03 0.3242
H -7.095 -0.423 -1.755 0.03 0.16 0.04 0.3607
H -7.269 0.674 -3.114 0.24 0.04 -0.04 0.3276
H -1.472 -1.233 -1.240 0.08 -0.02 -0.06 0.3064
H -2.258 -2.556 -2.124 -0.05 0.13 -0.02 0.3934
H -2.821 -2.133 -0.522 0.08 0.09 0.01 0.3382
H -2.476 0.466 -3.480 -0.07 0.10 0.17 0.2220
H -3.991 -0.310 -4.003 -0.01 0.22 0.24 0.2195
H -2.536 -1.239 -3.888 0.05 -0.10 0.33 0.3260
C 2.806 -1.535 -6.499 0.18 -0.53 -0.48 -0.9076
N 1.755 -2.179 -5.740 0.93 0.35 1.37 0.2383
C 2.233 -2.478 -4.389 -0.55 0.10 0.28 -1.2410
P 0.457 -3.179 -6.276 1.15 6.91 -3.80 0.9379
O -0.527 -2.506 -5.310 -0.50 -4.11 1.55 -0.7585
N -0.340 -2.527 -7.679 -0.84 -0.10 -1.14 0.1663
C 0.025 -1.238 -8.245 0.53 -0.03 -0.05 -1.1138
C -1.805 -2.565 -7.600 -0.08 -0.36 0.26 -1.1214
N 1.530 -4.065 -7.346 -0.62 -1.90 1.87 -0.0783
C 2.426 -5.021 -6.705 0.06 0.07 0.27 -1.0835
C 1.846 -3.845 -8.741 -0.78 -0.35 -0.85 -0.8462
H 3.606 -2.224 -6.792 0.20 0.01 -0.10 0.2594
H 3.265 -0.736 -5.907 -0.14 -0.22 0.23 0.3569
H 2.442 -1.028 -7.387 -0.15 -0.21 -0.12 0.1962
H 2.871 -3.370 -4.371 0.21 0.04 0.09 0.3049
H 1.394 -2.652 -3.711 -0.04 -0.06 -0.14 0.3093
H 2.796 -1.641 -3.964 0.02 0.01 -0.19 0.4257
H 0.014 -0.435 -7.499 0.03 0.11 -0.01 0.2798
H -0.653 -0.958 -9.057 -0.19 -0.21 0.23 0.4095
H 1.000 -1.273 -8.730 0.15 0.05 0.16 0.2893
H -2.213 -1.742 -7.000 -0.01 -0.09 0.03 0.3402
H -2.148 -3.507 -7.164 0.03 0.17 0.02 0.3545
H -2.246 -2.504 -8.601 0.25 0.03 -0.03 0.3544
H 3.413 -4.585 -6.518 0.08 -0.04 -0.04 0.2937
H 2.557 -5.921 -7.314 -0.06 0.10 0.00 0.3945
H 2.012 -5.355 -5.750 0.09 0.07 -0.01 0.3291
H 2.510 -2.988 -8.881 -0.06 0.10 0.14 0.2682
H 0.954 -3.714 -9.354 0.03 0.23 0.20 0.2854
H 2.356 -4.711 -9.174 0.01 -0.10 0.35 0.3428
C 5.011 -4.381 0.438 0.70 -0.10 -0.22 -0.8829
N 4.851 -2.955 0.245 -1.40 -0.35 -0.89 0.2437
C 3.928 -2.710 -0.865 -0.23 0.53 0.20 -1.2794
P 5.950 -1.667 0.563 -1.22 -5.21 5.83 0.9892
O 4.838 -0.773 1.131 1.28 2.57 -3.30 -0.7946
N 6.724 -1.822 2.114 1.03 0.26 0.96 0.1600
C 6.381 -2.886 3.045 0.04 -0.44 -0.31 -1.1156
C 6.768 -0.573 2.883 0.03 0.32 -0.33 -1.1301
N 7.275 -2.576 -0.144 -0.30 2.02 -1.81 -0.0692
C 7.288 -2.659 -1.600 -0.26 0.02 -0.11 -1.0876
C 8.237 -3.459 0.479 0.94 0.47 0.60 -0.8494
H 5.616 -4.853 -0.345 0.06 -0.20 -0.06 0.2546
H 4.035 -4.876 0.436 -0.04 0.30 -0.18 0.3624
H 5.434 -4.636 1.404 0.23 0.16 0.00 0.1885
H 4.422 -2.848 -1.834 -0.13 -0.15 -0.15 0.3109
H 3.536 -1.691 -0.828 0.16 0.01 0.06 0.3235
H 3.058 -3.371 -0.824 0.15 -0.09 0.10 0.4131
H 5.304 -2.935 3.245 -0.06 -0.08 0.06 0.2754
H 6.900 -2.756 4.001 -0.05 0.33 -0.14 0.4126
H 6.733 -3.855 2.695 -0.17 -0.09 -0.13 0.3014
H 5.819 -0.360 3.390 0.02 0.06 -0.06 0.3391
H 7.006 0.276 2.235 -0.12 -0.09 0.09 0.3594
H 7.556 -0.616 3.643 -0.01 -0.23 -0.10 0.3649
H 6.821 -3.585 -1.955 0.05 -0.07 -0.05 0.2892
H 8.307 -2.615 -1.998 -0.06 0.00 0.11 0.4054
H 6.751 -1.814 -2.038 -0.04 -0.11 0.00 0.3247
H 7.797 -4.423 0.746 -0.17 0.05 0.04 0.2738
H 8.698 -3.015 1.362 -0.30 -0.04 0.04 0.2902
H 9.075 -3.673 -0.193 -0.22 0.16 -0.24 0.3429
```
Forces are in eV/Å.

For the HOMO energy, the calculation gives -7.91 eV. As for the net charge: 0. The value obtained for the HOMO-LUMO gap is 6.65 eV. The structure (SMILES) is C#CCP(Br)(CCCCCCOC(=O)C=C)(CC(=O)O)N=C(C)C.CN(C)P(=O)(N(C)C)N(C)C.CN(C)P(=O)(N(C)C)N(C)C.CN(C)P(=O)(N(C)C)N(C)C.


# 2
# C2H16O5S

6 unconnected molecules or ions with the total composition C2H16O5S (ωB97M-V/def2-TZVPD, the OMol25 dataset).

Geometry as XYZ:
```
24
Properties=species:S:1:pos:R:3:forces:R:3:mulliken_charge:R:1
C -1.402 -0.616 -0.942 -0.26 -0.45 -0.90 -0.7195
S -0.210 -0.085 -2.209 -0.32 0.39 0.94 0.0224
C -0.322 1.691 -1.854 0.27 -0.59 -0.78 -0.8805
H -2.354 -0.158 -1.212 -0.10 -0.02 0.24 0.3588
H -1.134 -0.416 0.087 0.37 0.21 0.06 0.1754
H -1.510 -1.696 -1.054 -0.02 0.01 0.09 0.2516
H -1.303 2.053 -2.141 -0.09 0.20 0.00 0.3065
H -0.112 1.929 -0.816 0.16 -0.05 0.06 0.2167
H 0.440 2.085 -2.526 -0.10 0.52 0.24 0.2905
O -1.103 2.320 3.811 -0.04 0.25 -0.48 -0.6181
H -1.372 2.895 3.082 0.36 0.22 0.17 0.3167
H -1.786 1.653 3.756 -0.21 -0.57 0.29 0.3162
O 0.261 -2.864 -3.868 2.09 -0.23 -1.05 -0.6096
H -0.331 -2.893 -3.151 -1.51 -0.02 0.96 0.3062
H -0.170 -2.716 -4.706 -0.53 0.13 0.10 0.2893
O 1.601 -2.551 -1.200 -0.17 -0.10 0.20 -0.5741
H 2.478 -2.892 -1.007 0.02 -0.01 -0.15 0.2603
H 1.589 -2.304 -2.131 0.19 -0.01 -0.06 0.3174
O 0.332 -0.761 1.996 -0.26 -0.22 -0.77 -0.5968
H 0.182 -1.363 2.726 0.17 0.27 0.33 0.2960
H 0.627 0.094 2.306 0.07 -0.01 0.54 0.2939
O 2.093 2.307 3.960 0.18 -0.04 0.44 -0.6307
H 1.192 1.983 4.062 -0.14 0.18 -0.22 0.2996
H 2.312 2.304 3.029 -0.14 -0.05 -0.24 0.3118
```
Forces are in eV/Å.

For the HOMO energy, the calculation gives -8.29 eV. As for the net charge: 0. The value obtained for the HOMO-LUMO gap is 8.49 eV. The structure (SMILES) is CSC.O.O.O.O.O.


# 3
# C5H14S

2 unconnected molecules or ions with the total composition C5H14S (ωB97M-V/def2-TZVPD, the OMol25 dataset).

Geometry as XYZ:
```
20
Properties=species:S:1:pos:R:3:forces:R:3:mulliken_charge:R:1
C -0.102 2.065 1.416 -1.46 0.49 -0.33 -1.2449
C 0.242 1.420 0.054 0.87 0.47 1.08 0.1602
C 1.635 0.808 0.007 1.09 -0.32 0.18 -1.0296
H 0.593 1.919 2.237 0.19 -0.17 -0.13 0.3048
H -1.093 1.698 1.706 0.25 -0.31 0.38 0.3079
H -0.343 3.129 1.340 0.61 0.11 -0.12 0.3500
H 0.151 2.147 -0.748 -0.20 0.00 -0.03 0.4434
H -0.480 0.645 -0.072 -0.51 -0.41 -0.63 -0.1452
H 2.214 1.130 -0.858 -0.15 -0.29 -0.27 0.2845
H 2.307 1.029 0.835 -0.30 0.76 0.37 0.3813
H 1.667 -0.277 0.096 -0.39 -0.20 -0.60 0.1958
C -0.624 -1.971 0.738 -0.06 0.39 -0.80 -0.5837
S -1.880 -2.027 -0.588 -0.02 -0.05 0.13 -0.0951
C -0.938 -1.517 -2.069 -0.06 -0.17 0.71 -0.7393
H -0.488 -0.959 1.106 -0.08 -0.02 0.20 0.0530
H 0.317 -2.289 0.297 0.09 -0.28 0.23 0.1889
H -0.940 -2.626 1.542 0.01 -0.12 0.00 0.3726
H -1.086 -0.463 -2.280 0.01 0.00 -0.12 0.2432
H 0.112 -1.711 -1.871 0.15 0.02 -0.13 0.2089
H -1.266 -2.150 -2.888 -0.04 0.12 -0.12 0.3431
```
Forces are in eV/Å.

For the HOMO energy, the calculation gives -8.51 eV. As for the net charge: 0. The value obtained for the HOMO-LUMO gap is 9.53 eV. The structure (SMILES) is CCC.CSC.


# 4
# C6H17NS

2 unconnected molecules or ions with the total composition C6H17NS (ωB97M-V/def2-TZVPD, the OMol25 dataset).

Geometry as XYZ:
```
25
Properties=species:S:1:pos:R:3:forces:R:3:mulliken_charge:R:1
C -1.135 -0.452 1.914 0.52 -0.03 1.81 -0.6540
N -1.793 -1.375 1.011 0.20 0.93 -0.61 -0.0853
C -2.214 -0.671 -0.194 -1.30 -0.10 -0.64 -0.6919
C -0.942 -2.470 0.625 -0.02 -1.39 0.36 -0.8384
H -1.806 0.427 2.095 0.73 -0.69 -0.15 0.2878
H -0.112 -0.105 1.592 -0.80 -0.06 -0.13 0.1093
H -0.938 -0.957 2.931 -0.47 0.66 -1.45 0.3141
H -2.841 -1.361 -0.823 0.54 0.60 0.54 0.3159
H -2.835 0.220 0.040 0.28 -0.62 0.07 0.3253
H -1.401 -0.303 -0.851 0.14 -0.23 0.33 0.0390
H -1.552 -3.337 0.292 0.28 0.59 -0.11 0.2907
H -0.389 -2.854 1.492 -0.05 0.24 -0.10 0.3424
H -0.212 -2.223 -0.163 -0.04 0.10 0.06 0.2170
C 1.839 0.071 -1.904 0.24 0.03 0.16 -1.0787
C 2.031 0.917 -0.598 1.37 -0.12 -1.01 -0.3177
C 1.001 2.003 -0.434 -0.77 0.62 -0.84 -0.4622
S 1.247 2.978 1.128 0.01 -0.25 -0.83 -0.2174
H 2.532 -0.809 -1.979 -0.57 0.82 0.35 0.2937
H 2.022 0.673 -2.832 -0.30 -0.32 0.90 0.3629
H 0.811 -0.309 -1.913 0.15 -0.02 -0.28 0.1977
H 1.973 0.319 0.304 0.19 -0.56 0.05 0.2863
H 3.068 1.332 -0.655 -0.80 -0.08 0.32 0.2988
H 0.002 1.542 -0.378 0.32 0.15 0.02 0.1179
H 0.978 2.664 -1.343 0.17 -0.32 1.01 0.4283
H 0.665 4.081 0.643 0.00 0.05 0.16 0.1184
```
Forces are in eV/Å.

For the HOMO energy, the calculation gives -8.72 eV. As for the net charge: 0. The value obtained for the HOMO-LUMO gap is 9.60 eV. The structure (SMILES) is CN(C)C.CCCS.


# 5
# C20H30CaMnN2O21

A molecular structure, C20H30CaMnN2O21 (ωB97M-V/def2-TZVPD, the OMol25 dataset).

Geometry as XYZ:
```
75
Properties=species:S:1:pos:R:3:forces:R:3:lowdin_spin:R:1
Ca -2.135 4.388 0.209 0.56 -0.71 -0.92 0.0039
Mn -2.753 1.052 1.956 0.02 -1.17 -0.82 4.7513
N -4.753 3.095 0.725 0.10 -0.43 1.61 0.0062
O -4.158 1.950 0.546 0.73 0.53 0.16 0.0351
O -4.478 4.042 -0.064 0.56 -0.18 0.14 0.0023
O -5.441 3.231 1.703 -0.20 0.28 -0.62 0.0098
N -1.514 1.381 -0.930 -0.85 -0.01 0.23 0.0079
O -1.584 0.954 0.267 0.50 0.43 0.15 0.0512
O -1.674 2.610 -1.156 0.15 0.50 0.49 0.0035
O -1.343 0.609 -1.822 0.32 -0.23 -0.48 0.0121
C 2.983 -0.317 3.817 -0.22 -0.10 -0.13 0.0001
C 1.815 -0.197 4.789 0.79 0.12 -1.09 0.0003
C 1.530 1.229 5.255 0.43 -0.45 0.62 0.0003
O 0.538 1.679 4.314 -0.33 0.20 0.14 0.0027
C -0.053 0.619 3.808 0.59 -0.13 -0.41 0.0085
O -1.058 0.661 3.119 -0.73 0.43 -0.08 0.0412
O 0.586 -0.502 4.039 -0.25 -0.14 0.64 0.0030
H 3.904 -0.275 4.397 0.10 0.08 -0.19 0.0000
H 2.976 0.435 3.025 -0.01 0.26 0.28 0.0000
H 2.939 -1.268 3.284 0.04 -0.14 0.29 0.0000
H 1.991 -0.924 5.576 -0.66 0.02 0.18 0.0000
H 2.421 1.849 5.228 -0.14 0.19 -0.29 0.0001
H 1.113 1.276 6.261 -0.16 0.01 -0.08 0.0001
C -1.725 -5.212 2.725 -0.28 -0.04 -0.25 0.0001
C -2.747 -4.166 3.104 -0.59 0.19 0.38 0.0006
C -2.340 -3.199 4.240 0.40 -1.04 -0.63 0.0001
O -2.717 -1.911 3.737 0.23 0.39 0.07 0.0023
C -2.908 -2.003 2.433 -0.31 -0.36 -0.11 0.0084
O -3.016 -1.034 1.694 -0.28 0.35 0.31 0.0445
O -3.003 -3.238 2.003 0.38 0.28 -0.11 0.0030
H -1.152 -5.469 3.615 0.12 -0.20 -0.12 0.0000
H -1.071 -4.873 1.923 0.18 0.27 0.25 0.0000
H -2.222 -6.095 2.329 0.04 -0.10 0.19 0.0000
H -3.711 -4.622 3.328 0.01 0.00 -0.06 0.0001
H -1.255 -3.264 4.345 -0.04 0.43 0.24 0.0000
H -2.838 -3.412 5.178 -0.08 0.19 0.06 0.0000
C 0.213 0.079 -4.732 1.75 -0.24 0.54 0.0000
C -0.072 1.480 -5.195 -0.53 0.72 0.71 0.0000
C -1.516 1.981 -4.874 0.97 -1.19 -0.75 0.0001
O -1.316 3.179 -4.166 -0.23 0.49 -0.07 0.0000
C 0.003 3.428 -3.968 -1.53 0.00 -0.44 0.0000
O 0.362 4.460 -3.490 0.71 -0.18 0.53 0.0000
O 0.728 2.403 -4.388 0.74 -0.08 0.08 0.0000
H 0.509 0.118 -3.677 -0.58 0.14 0.09 0.0000
H 1.157 -0.276 -5.159 -0.35 -0.17 -0.43 0.0000
H -0.558 -0.677 -4.836 -0.27 0.24 -0.37 0.0000
H 0.264 1.712 -6.202 -0.34 -0.35 -0.22 0.0000
H -2.018 1.234 -4.263 -0.16 0.20 0.19 0.0001
H -2.056 2.112 -5.811 -0.21 0.41 0.20 0.0000
C 2.479 1.508 -1.568 0.36 0.52 -0.29 0.0000
C 2.888 2.637 -0.644 -0.40 -0.27 -0.42 0.0000
C 2.685 4.051 -1.203 1.07 0.16 0.83 0.0000
O 1.481 4.508 -0.531 -0.48 -0.09 -0.74 0.0000
C 1.126 3.628 0.369 0.28 -0.22 0.02 0.0001
O 0.107 3.729 1.042 -1.11 0.50 -0.01 0.0009
O 1.958 2.624 0.491 0.15 0.00 0.23 0.0000
H 1.415 1.566 -1.800 -0.09 -0.09 0.11 0.0000
H 2.762 0.546 -1.149 -0.15 -0.07 -0.02 0.0000
H 2.998 1.662 -2.517 0.08 -0.22 0.03 0.0000
H 3.902 2.490 -0.285 -0.07 0.04 0.27 0.0000
H 2.664 4.086 -2.286 -0.75 0.15 -0.01 0.0000
H 3.461 4.728 -0.844 0.07 -0.06 -0.16 0.0000
C 0.300 -4.251 -2.655 -0.43 -0.31 -0.13 0.0000
C 0.740 -2.806 -2.643 0.52 -0.53 -0.28 0.0000
C 0.574 -2.105 -1.288 -0.19 0.40 -0.81 0.0000
O 1.902 -1.945 -0.795 -0.08 -0.24 -0.04 0.0000
C 2.793 -2.224 -1.789 -0.30 -0.21 -0.15 0.0000
O 3.961 -2.078 -1.685 0.34 0.17 0.11 0.0000
O 2.161 -2.671 -2.891 -0.15 -0.01 0.37 0.0000
H -0.796 -4.267 -2.628 0.06 0.03 0.21 0.0000
H 0.673 -4.838 -1.815 0.11 0.14 0.05 0.0000
H 0.550 -4.776 -3.577 0.29 0.21 -0.02 0.0000
H 0.269 -2.304 -3.484 -0.18 0.24 0.23 0.0000
H -0.046 -2.691 -0.615 0.14 0.02 0.23 0.0000
H 0.146 -1.118 -1.448 -0.13 0.01 0.30 0.0000
```
Forces are in eV/Å.

For the HOMO energy (spin up / spin down), the calculation gives -14.86 / -14.86 eV. As for the net charge: +2. Its multiplicity is 6. The value obtained for the HOMO-LUMO gap (spin up / spin down) is 8.10 / 7.75 eV.


Number 1: molecular weight 957.9 u, E -6395.2057 hartree. Number 2: molecular weight 152.2 u, E -860.1482 hartree. Number 3: molecular weight 106.2 u, E -597.0529 hartree. Number 4: molecular weight 135.3 u, E -691.7021 hartree. Number 5: molecular weight 729.5 u, E -4297.7572 hartree.